The following is a quantum chemistry calculation of a cluster of 7 separate species, C50H86BrN4O25PS in total, from the OMol25 dataset.

The geometry in XYZ format:
```
168
Properties=species:S:1:pos:R:3:forces:R:3:mulliken_charge:R:1
C 2.003 -1.276 2.564 -0.1 -1.0 0.4 -0.688
O 1.392 -0.544 1.414 -0.4 0.8 2.7 0.031
C 0.682 0.633 1.978 0.5 -0.2 1.5 -1.703
C -0.017 1.560 0.772 1.2 -1.3 3.2 1.351
C 0.984 2.857 0.785 0.3 1.0 -0.3 -0.510
C 2.526 2.576 0.321 3.6 2.8 -5.4 -0.154
O 2.956 3.198 -0.812 -3.2 -3.4 6.4 -0.703
N 3.572 1.758 1.042 -1.0 0.9 -0.6 0.790
C 4.348 0.839 0.127 0.1 -1.6 0.3 -0.766
C 4.547 2.603 1.831 0.5 0.0 0.7 -0.840
N 0.077 0.566 -0.407 -2.7 -0.6 1.6 1.056
O 0.037 1.448 -1.419 2.2 1.1 -6.5 -0.038
C 1.046 1.200 -2.448 5.7 -2.2 -2.2 0.729
O 2.249 0.648 -2.301 -8.1 3.3 -0.1 -0.502
C 0.617 1.608 -4.012 -2.1 1.1 -2.4 -0.097
C 1.614 1.465 -5.311 -4.3 1.4 -0.3 -0.350
C 0.981 1.889 -6.791 -2.0 0.4 2.2 -0.428
C -0.550 2.448 -7.022 0.7 -1.1 4.3 -0.335
C -1.562 2.571 -5.719 4.8 -1.6 1.0 -0.535
C -0.940 2.159 -4.258 1.4 -0.3 -2.5 0.067
C -1.267 -0.189 -0.484 -0.9 1.3 3.3 -1.397
N -1.634 -1.202 -1.380 -0.3 3.4 1.0 0.951
C -0.682 -1.768 -2.428 1.4 -1.7 -0.5 -0.873
C 0.584 -2.412 -1.605 0.2 -0.5 0.8 0.659
C 1.155 -3.826 -2.205 0.4 -0.4 0.7 -0.666
O 1.217 -4.793 -1.059 -0.9 0.1 -1.7 -0.523
P -3.291 -1.954 -1.380 -4.4 -1.9 1.2 0.517
O -4.511 -0.775 -0.853 2.4 -1.7 -1.8 -0.409
O -3.804 -2.413 -3.015 3.1 2.9 1.9 -0.544
S -3.407 -3.555 -0.272 0.6 1.5 -1.2 -0.200
N -2.118 0.422 0.650 1.2 -2.7 -1.7 1.129
C -2.495 -0.576 1.708 -2.7 -6.8 5.8 -0.148
O -1.636 -1.618 1.890 -3.1 5.5 -2.0 -0.463
O -3.716 -0.611 2.523 6.5 1.9 -5.1 -0.668
C -1.647 1.804 1.069 0.4 0.3 -1.0 0.023
C -1.920 2.351 2.589 1.4 -0.1 1.3 -0.476
O -3.129 3.166 2.764 0.4 -2.8 0.7 -0.393
C -4.234 2.434 3.392 -1.5 1.3 0.4 -0.270
O -5.167 2.049 2.313 -0.5 1.3 2.1 -0.058
C -6.553 2.435 2.615 -1.5 -1.6 -1.4 -0.449
C -7.395 2.236 1.183 1.6 0.5 -1.1 -0.412
O -7.554 0.787 0.830 -0.4 1.7 -1.2 -0.419
C -2.510 2.739 0.039 -0.1 0.6 -1.5 -0.572
C -2.106 4.312 -0.040 2.8 3.4 5.3 0.424
O -1.532 5.062 0.903 -3.8 -5.4 -6.3 -0.490
Br -2.576 5.286 -1.767 0.3 -1.1 1.4 -0.203
H 3.104 -0.945 2.788 -2.0 -0.4 -0.7 0.185
H 1.977 -2.437 2.310 0.1 2.6 0.4 0.179
H 1.388 -1.140 3.562 1.0 -0.2 -2.1 0.236
H 1.504 1.252 2.584 -1.8 -1.0 -1.5 0.316
H -0.082 0.272 2.785 1.1 0.5 -1.7 0.815
H 1.040 3.270 1.904 -0.3 -1.2 -2.4 0.450
H 0.607 3.777 0.143 0.9 -2.2 1.1 0.148
H 4.849 1.356 -0.796 -1.1 -0.9 1.8 0.249
H 5.198 0.334 0.794 -2.2 1.4 -1.5 0.470
H 3.643 -0.068 -0.199 1.5 2.2 0.5 -0.188
H 5.206 1.873 2.504 -1.6 1.5 -1.4 0.315
H 5.305 3.159 1.127 -1.5 -0.7 1.3 0.258
H 3.996 3.346 2.547 1.1 -1.4 -1.5 0.203
H 2.712 1.051 -5.215 -2.6 1.0 -0.2 0.383
H 1.658 1.801 -7.767 -1.6 0.2 2.5 0.268
H -1.011 2.749 -8.070 1.4 -0.8 2.3 0.289
H -2.673 2.943 -5.754 2.5 -0.8 -0.1 0.315
H -1.671 2.235 -3.318 1.9 -0.1 -2.3 0.099
H -1.211 -2.689 -2.974 0.8 2.1 1.5 0.769
H -0.398 -1.022 -3.281 -0.6 -1.0 1.9 -0.063
H 0.173 -2.657 -0.511 0.9 0.5 -2.4 0.047
H 1.495 -1.696 -1.450 -2.0 -1.0 -0.5 -0.307
H 0.497 -4.312 -3.041 1.2 1.2 1.4 0.303
H 2.291 -3.704 -2.552 -2.7 -0.2 0.6 0.264
H 0.528 -5.511 -1.170 0.9 1.3 -0.2 0.193
H -5.403 -1.221 -0.754 1.6 0.1 -0.1 0.296
H -3.206 -1.903 -3.650 -1.3 -0.8 0.7 0.334
H -1.004 3.076 2.839 -2.1 -1.5 -0.8 -0.029
H -1.851 1.507 3.431 -0.4 1.6 -2.2 0.394
H -3.922 1.562 4.107 -0.3 1.3 -2.0 0.161
H -4.818 3.226 4.068 1.4 -1.5 -1.4 0.358
H -7.055 1.647 3.359 1.2 1.9 -1.3 0.221
H -6.694 3.545 2.966 0.5 -2.1 -0.6 0.388
H -6.706 2.677 0.314 -1.4 -0.6 2.0 0.202
H -8.403 2.830 1.158 1.7 -1.3 0.4 0.277
H -7.682 0.703 -0.181 0.3 0.5 2.5 0.279
H -2.404 2.299 -1.066 -0.1 1.1 2.4 0.063
H -3.683 2.691 0.260 2.6 0.0 0.0 0.255
O -8.562 -3.367 -0.428 0.7 -0.8 1.4 -0.658
C -8.049 -3.683 0.641 -0.7 0.3 -0.8 0.837
O -7.908 -4.987 0.973 0.0 0.1 -0.8 -0.404
C -7.163 -5.466 2.107 0.0 -0.1 0.4 -0.252
C -8.016 -5.447 3.361 0.0 0.3 0.0 -0.819
C -7.652 -2.634 1.639 0.6 0.2 -0.1 0.119
H -6.226 -4.914 2.224 -0.2 0.1 0.0 0.216
H -6.885 -6.501 1.880 -0.1 0.3 -0.3 0.337
H -8.334 -4.434 3.617 0.3 -0.4 -0.1 0.258
H -7.463 -5.861 4.209 0.0 0.0 -0.1 0.374
H -8.927 -6.036 3.212 0.2 0.0 0.0 0.228
H -8.532 -2.334 2.214 0.2 -0.1 0.0 -0.228
H -7.263 -1.769 1.095 -0.3 0.0 0.1 -0.243
H -6.861 -2.947 2.317 -0.2 0.0 0.1 0.276
O 6.814 -0.159 -0.325 1.5 0.7 -1.9 -0.570
C 7.530 0.369 -1.171 -0.6 -0.9 0.9 0.847
O 6.988 0.909 -2.286 -0.5 0.0 0.5 -0.249
C 7.711 1.704 -3.244 0.2 -0.1 -0.2 -0.531
C 8.416 0.824 -4.257 0.0 -0.3 0.0 -0.802
C 9.025 0.344 -1.030 0.3 0.5 0.3 -1.216
H 8.390 2.402 -2.743 0.0 -0.2 0.0 0.336
H 6.965 2.319 -3.761 -0.1 -0.2 0.3 0.375
H 9.158 0.178 -3.781 0.0 0.2 -0.1 0.185
H 8.920 1.433 -5.012 0.0 -0.1 0.1 0.316
H 7.698 0.165 -4.755 0.0 0.2 0.0 0.317
H 9.403 -0.617 -1.389 0.0 0.2 0.0 0.276
H 9.274 0.459 0.029 -0.1 -0.3 -0.1 0.347
H 9.531 1.154 -1.551 0.0 -0.2 -0.2 0.373
O 5.408 5.003 3.396 -0.7 2.2 0.3 -0.540
C 4.813 6.076 3.361 0.6 -1.5 0.2 0.663
O 5.311 7.156 4.005 0.5 -0.2 -0.1 -0.372
C 4.794 8.493 3.880 -0.2 0.0 0.1 -0.394
C 3.632 8.715 4.828 -0.2 -0.1 0.1 -0.920
C 3.478 6.187 2.683 -0.1 0.2 -0.6 -0.652
H 4.541 8.721 2.840 0.0 -0.1 0.1 0.367
H 5.612 9.169 4.153 0.0 -0.4 -0.1 0.298
H 2.796 8.048 4.604 0.0 0.1 -0.1 0.263
H 3.276 9.748 4.767 0.1 -0.1 0.0 0.346
H 3.935 8.507 5.859 0.0 0.1 -0.2 0.294
H 2.698 5.840 3.366 0.1 0.1 -0.1 0.226
H 3.488 5.553 1.793 0.0 -0.1 0.3 0.103
H 3.241 7.192 2.338 -0.1 0.0 0.2 0.352
O 11.614 0.779 -3.767 0.9 1.1 -1.6 -0.522
C 12.330 1.306 -4.612 -0.8 -0.9 1.0 0.816
O 11.788 1.847 -5.728 -0.5 0.1 0.4 -0.328
C 12.511 2.642 -6.685 0.2 -0.1 -0.2 -0.414
C 13.216 1.761 -7.698 0.1 -0.2 0.0 -0.960
C 13.825 1.281 -4.471 0.4 0.5 0.3 -1.128
H 13.190 3.339 -6.185 0.0 -0.2 0.0 0.353
H 11.765 3.256 -7.203 0.0 -0.2 0.3 0.316
H 13.958 1.116 -7.223 0.0 0.1 0.0 0.273
H 13.720 2.370 -8.454 -0.1 -0.1 0.1 0.354
H 12.498 1.103 -8.197 0.0 0.2 0.0 0.300
H 14.203 0.320 -4.831 -0.1 0.1 0.1 0.269
H 14.074 1.396 -3.413 -0.1 -0.3 -0.2 0.316
H 14.331 2.091 -4.992 0.0 -0.1 -0.2 0.353
O -1.286 -6.926 -0.785 1.0 -0.9 1.4 -0.603
C -0.773 -7.243 0.283 -0.7 0.4 -0.7 0.643
O -0.632 -8.546 0.615 0.0 0.0 -0.7 -0.369
C 0.113 -9.026 1.750 -0.1 0.1 0.2 -0.366
C -0.740 -9.007 3.004 -0.2 0.1 0.1 -0.916
C -0.376 -6.193 1.281 0.5 0.3 0.0 -0.324
H 1.050 -8.474 1.867 -0.2 0.1 0.0 0.349
H 0.391 -10.061 1.523 -0.2 0.3 -0.2 0.305
H -1.058 -7.993 3.260 0.1 -0.1 0.0 0.268
H -0.187 -9.421 3.852 0.0 0.0 -0.1 0.345
H -1.651 -9.595 2.855 0.2 0.0 0.0 0.290
H -1.256 -5.894 1.856 0.1 0.0 -0.1 0.247
H 0.013 -5.328 0.737 -0.3 -0.1 0.2 -0.038
H 0.415 -6.506 1.960 -0.2 -0.1 0.1 0.295
O -9.996 -3.413 4.074 -2.4 0.7 -0.4 -0.617
C -11.056 -2.907 3.715 1.2 -0.5 0.2 0.816
O -12.156 -3.674 3.542 0.4 -0.3 0.5 -0.362
C -13.480 -3.163 3.303 -0.1 0.1 -0.2 -0.387
C -13.692 -2.880 1.828 0.1 0.1 -0.2 -0.955
C -11.128 -1.447 3.373 -0.1 0.5 0.4 -1.138
H -13.686 -2.293 3.934 0.1 0.0 -0.1 0.357
H -14.177 -3.947 3.620 0.4 0.0 0.1 0.309
H -13.004 -2.115 1.462 -0.1 0.0 0.1 0.270
H -14.716 -2.541 1.644 0.1 -0.1 0.0 0.358
H -13.507 -3.781 1.236 -0.1 0.1 0.1 0.298
H -10.775 -1.300 2.348 0.0 0.0 0.1 0.295
H -10.480 -0.898 4.061 0.1 -0.2 -0.3 0.357
H -12.122 -1.017 3.482 0.0 -0.1 -0.2 0.357
```
Forces are in eV/Å.

Computed properties:
strongest force on any atom = 0.180 hartree/bohr
LUMO level = -1.386 eV
charge = 0
energy = -7369.45030 Ha
HOMO-LUMO gap = 6.3 eV
E_HOMO = -7.687 eV